Here is a 2-piece molecular cluster, HNO2S overall at a distorted geometry from OMol25. Energies are from ωB97M-V with the def2-TZVPD basis set.

The geometry in ORCA input format:
```
! wB97M-V def2-TZVPD RIJCOSX def2/J DEFGRID3
* xyz 0 1
N 1.0224 -1.2612 1.0923
O -0.5097 2.0048 -0.2428
O 0.0960 0.1698 -1.7529
S -0.8125 0.7114 -0.7974
H 0.2037 -1.6248 1.7008
*
```

Properties
frontier orbital gap (spin up / spin down)	9.998 / 9.886	eV
highest occupied orbital energy (spin up / spin down)	-11.6 / -11.7	eV
M	79.08	g mol⁻¹


Here is one molecule with the formula HNO2S2 at a distorted geometry from OMol25. Energies are from ωB97M-V with the def2-TZVPD basis set.

The geometry in ORCA input format:
```
! wB97M-V def2-TZVPD RIJCOSX def2/J DEFGRID3
* xyz 0 1
N 1.1828 -0.0332 0.0405
O 3.4218 1.3046 0.5903
O -0.0672 -0.2943 -0.6332
S 2.2998 -1.3499 0.1773
S 2.9635 0.5098 -0.5117
H -0.7379 -0.3237 0.0540
*
```

Properties
frontier orbital gap (spin up / spin down)	8.759 / 8.760	eV
highest occupied orbital energy (spin up / spin down)	-9.2 / -9.2	eV
M	111.15	g mol⁻¹


Here is one molecule with the formula HNO2S4 at a distorted geometry from OMol25. Energies are from ωB97M-V with the def2-TZVPD basis set.

The geometry in ORCA input format:
```
! wB97M-V def2-TZVPD RIJCOSX def2/J DEFGRID3
* xyz 0 1
O -0.3401 -1.6600 1.1938
S 0.0372 -0.9929 -0.0145
O 0.6023 -1.6302 -1.1481
N 0.9422 0.4098 0.4489
S 0.0391 1.8048 0.8672
S -1.2348 1.7708 -0.7481
S -1.9260 -0.0883 -0.6902
H 1.8800 0.3858 0.0910
*
```

Properties
SMILES	O=S1(=O)NSSS1
frontier orbital gap	8.517	eV
highest occupied orbital energy	-9.1	eV
M	175.28	g mol⁻¹


Relative energy (zero: lowest compared OMol25 entry of this formula, charge and spin)? In order: 69.0, 39.2, 0.0 kcal per mole.